ORCA calculation (ωB97M-V with the def2-TZVPD basis set) on C40H109B2ClF8N27O16Ti as an isolated structure in a non-equilibrium geometry.

Last column: Löwdin spin population.
Positions of all 204 atoms, in Å:
Ti 4.6348 -0.0090 -0.2183  0.970
Cl 4.6494 1.3941 -2.4650  0.001
B -1.3841 -1.1604 -0.6424  0.000
F -2.4988 -0.3679 -0.5206  0.000
F -0.5682 -1.0121 0.4809  0.000
F -1.7629 -2.5136 -0.7445  0.000
F -0.5777 -0.8527 -1.7811  0.000
B 8.3784 0.0232 -3.9041  0.000
F 9.4579 -0.6150 -3.2261  0.000
F 8.7959 0.5504 -5.1217  0.000
F 7.3170 -1.0249 -4.0599  0.000
F 8.0200 1.0875 -3.0261  0.000
C 3.5168 7.0012 -2.8907  0.000
O 2.4856 6.1327 -2.2769  0.000
H 3.6303 7.9729 -2.2470  0.000
H 4.4133 6.4047 -2.9743  0.000
H 3.2461 7.4313 -3.8503  0.000
H 1.5669 6.4118 -2.4871  0.000
C 0.5932 -6.0173 5.7908  0.000
C -0.8560 -6.2102 6.2463  0.000
C -0.8296 -6.4289 7.7994  0.000
C -2.2097 -6.4496 8.3228  0.000
C -2.8477 -5.0361 8.0892  0.000
C -2.9733 -4.6813 6.6117  0.000
N -1.6367 -4.9286 6.0127  0.000
O -1.7465 -4.6614 4.5722  0.000
C -4.1536 -5.4261 5.8553  0.000
C -3.1963 -3.0777 6.5350  0.000
C -1.4148 -7.4443 5.5923  0.000
H 1.0815 -5.3065 6.4485  0.000
H 0.5440 -5.6026 4.7467  0.000
H 1.1976 -6.9141 5.6613  0.000
H -0.2937 -7.3522 8.0244  0.000
H -0.2298 -5.6274 8.2656  0.000
H -2.1890 -6.5106 9.4101  0.000
H -2.7961 -7.2470 7.8953  0.000
H -2.2418 -4.2162 8.5287  0.000
H -3.8384 -4.9245 8.6207  0.000
H -5.0954 -4.8964 6.1453  0.000
H -3.9534 -5.3834 4.8214  0.000
H -4.3472 -6.3605 6.3037  0.000
H -4.0968 -2.9025 7.0708  0.000
H -2.3889 -2.5370 7.0472  0.000
H -3.4441 -2.8430 5.5209  0.000
H -2.4909 -7.5898 5.7981  0.000
H -0.8704 -8.2729 5.9259  0.000
H -1.3165 -7.3746 4.4888  0.000
H -1.6147 -3.7009 4.4539  0.000
C -5.7582 4.8394 -2.4584  0.000
C -7.0229 3.9993 -2.6452  0.000
C -6.7182 2.5208 -2.4629  0.000
C -6.4765 2.1661 -1.0061  0.000
C -7.7309 2.4423 -0.1948  0.000
C -8.0992 3.9532 -0.3543  0.000
N -8.2428 4.2758 -1.7364  0.000
O -8.5040 5.6748 -1.8664  0.000
C -9.4956 4.0856 0.2953  0.000
C -7.1249 4.8538 0.3842  0.000
C -7.6036 4.0684 -4.0596  0.000
H -5.8722 5.8451 -2.0530  0.000
H -5.2409 4.8558 -3.4200  0.000
H -5.1185 4.2962 -1.6661  0.000
H -7.6274 1.9965 -2.7511  0.000
H -5.9231 2.2075 -3.1595  0.000
H -5.6341 2.6065 -0.5092  0.000
H -6.1383 1.1021 -1.0399  0.000
H -7.7389 2.1511 0.9076  0.000
H -8.5866 1.9913 -0.6866  0.000
H -9.4827 3.4629 1.1608  0.000
H -9.7971 5.1144 0.4611  0.000
H -10.2168 3.5844 -0.3077  0.000
H -6.1854 4.3201 0.3673  0.000
H -6.9690 5.7436 -0.2116  0.000
H -7.4651 5.1252 1.4228  0.000
H -6.9836 3.5714 -4.7843  0.000
H -7.8690 5.0311 -4.5374  0.000
H -8.4829 3.4871 -4.0634  0.000
H -9.4793 5.6699 -1.9507  0.000
C -1.1022 4.2952 -2.7859  0.000
C -0.9024 4.0662 -4.2600  0.000
C 0.4552 3.3373 -4.4579  0.000
C 0.3590 1.9246 -3.9591  0.000
C -0.7482 1.1989 -4.7061  0.000
C -2.1435 1.8287 -4.6218  0.000
N -1.9201 3.3032 -4.9820  0.000
O -3.1772 4.0543 -4.8672  0.000
C -2.9351 1.1419 -5.7124  0.000
C -2.8030 1.4914 -3.3083  0.000
C -0.8487 5.3789 -5.0135  0.000
H -1.0544 5.3832 -2.4934  0.000
H -0.3980 3.8039 -2.1546  0.000
H -2.0874 4.0800 -2.4596  0.000
H 0.5936 3.2677 -5.5418  0.000
H 1.3106 3.9914 -4.0743  0.000
H 0.3383 1.8397 -2.8856  0.000
H 1.3519 1.4289 -4.1935  0.000
H -0.7322 0.1437 -4.5083  0.000
H -0.5112 1.1057 -5.7962  0.000
H -3.9762 1.4640 -5.6157  0.000
H -2.5156 1.2921 -6.6862  0.000
H -2.8671 0.0636 -5.5339  0.000
H -3.8769 1.7177 -3.3626  0.000
H -2.6682 0.4222 -3.0694  0.000
H -2.4353 2.0367 -2.3836  0.000
H -0.6997 5.1785 -6.1007  0.000
H -0.0481 5.9743 -4.6424  0.000
H -1.8110 5.8901 -4.8167  0.000
H -3.1572 4.3765 -3.9570  0.000
C 1.1905 -5.0160 -0.5781  0.000
O 2.3661 -5.3289 -0.3274  0.000
N 0.8383 -3.7469 -0.8726  0.000
N 0.2129 -5.9047 -0.3431  0.000
H -0.1229 -3.5357 -1.1771  0.000
H 1.6064 -3.2888 -1.3593  0.000
H 0.3245 -6.8067 0.0362  0.000
H -0.7278 -5.5651 -0.2769  0.000
C 0.5686 3.4742 3.2143  0.000
O 1.7677 3.6759 3.3992  0.000
N -0.3229 3.5199 4.2792  0.000
N 0.0331 3.2424 2.0079  0.000
H 0.0291 3.3847 5.2283  0.000
H -1.2754 3.4601 4.0312  0.000
H 0.6989 3.1482 1.2326  0.000
H -0.6622 2.4430 1.9621  0.000
C 6.9602 1.8373 0.1193  0.002
O 5.9687 1.4586 0.8713  0.012
N 6.8614 3.0057 -0.5917  -0.001
N 8.1415 1.0404 0.1196  0.000
H 5.9637 2.9626 -1.0659  0.000
H 7.5878 3.2084 -1.2589  0.000
H 7.8457 0.0407 0.1499  0.000
H 8.5375 1.0732 -0.8540  0.000
C 2.9975 0.8919 5.2415  0.000
O 2.9125 -0.3213 5.3555  0.000
N 2.7217 1.6332 6.3048  0.000
N 3.5076 1.4688 4.1499  0.000
H 2.6066 1.1170 7.1792  0.000
H 3.0310 2.5642 6.3089  0.000
H 3.4916 0.8907 3.3203  0.000
H 3.0933 2.3710 3.9374  0.000
C 4.4898 0.4309 -6.4119  0.000
O 3.4308 -0.0906 -6.1729  0.000
N 4.6911 1.6913 -6.0042  0.000
N 5.4272 -0.0658 -7.2443  0.000
H 5.5925 2.1569 -5.9423  0.000
H 4.0589 1.8584 -5.2423  0.000
H 6.3791 0.1383 -7.1797  0.000
H 5.1824 -0.9224 -7.7525  0.000
C 2.9402 2.7509 -0.1416  0.000
O 3.0040 1.4949 -0.0286  -0.002
N 2.2549 3.2850 -1.1242  -0.001
N 3.5284 3.6629 0.6689  0.000
H 2.1188 2.7094 -1.9030  0.000
H 2.2918 4.3007 -1.2749  0.000
H 4.2158 3.1601 1.1774  0.000
H 3.7630 4.5770 0.2822  0.000
C 3.0858 -1.4574 -2.5227  0.001
O 3.3545 -1.4798 -1.2691  0.012
N 1.8509 -1.1991 -2.9203  -0.001
N 3.9765 -1.6285 -3.4659  0.000
H 1.5369 -1.3163 -3.8064  0.000
H 1.1240 -1.0955 -2.2435  0.000
H 4.9177 -1.6152 -3.1726  0.000
H 3.8549 -1.1897 -4.3890  0.000
C -0.4155 -1.5720 4.7205  0.000
O -1.4515 -2.0002 4.1788  0.000
N -0.0469 -0.2788 4.6298  0.000
N 0.4427 -2.4184 5.3376  0.000
H -0.4194 0.3920 3.9689  0.000
H 0.9129 -0.1960 4.9764  0.000
H 1.2714 -1.9961 5.6293  0.000
H 0.1548 -3.2767 5.7947  0.000
C 3.1849 -1.4885 2.1171  0.002
O 4.1027 -0.7069 1.7932  0.010
N 3.4311 -2.3854 3.1141  0.000
N 1.9520 -1.3485 1.6446  0.000
H 2.6114 -2.8729 3.4959  0.000
H 4.3076 -2.4035 3.6014  0.000
H 1.1950 -1.9954 1.7502  0.000
H 1.8103 -0.8211 0.8023  0.000
C 6.1660 -2.5623 -1.0966  0.000
O 6.1282 -1.4499 -0.5167  -0.003
N 5.3370 -3.6106 -0.7932  0.000
N 6.9419 -2.8087 -2.1479  -0.001
H 4.5691 -3.6634 -0.0745  0.000
H 5.2825 -4.3105 -1.5173  0.000
H 6.8925 -3.6833 -2.7178  0.000
H 7.5033 -2.1295 -2.6330  0.000
C -2.8227 0.8373 2.1060  0.000
O -2.1272 1.5931 2.8240  0.000
N -3.7615 1.2586 1.2352  0.000
N -2.8408 -0.4828 2.1630  0.000
H -3.7056 2.2807 1.0850  0.000
H -3.8627 0.7666 0.3551  0.000
H -3.4251 -0.9577 1.4790  0.000
H -2.5241 -1.0579 2.9623  0.000
C 5.0544 -6.8925 -3.0382  0.000
O 5.5414 -5.7647 -3.2406  0.000
N 5.4772 -7.9563 -3.8336  0.000
N 4.1021 -7.1549 -2.1124  0.000
H 4.8248 -8.7204 -4.0385  0.000
H 6.1653 -7.7681 -4.5689  0.000
H 3.6468 -8.0418 -1.9805  0.000
H 3.5021 -6.3596 -1.8900  0.000

Properties
**Highest occupied orbital energy (alpha / beta)**: -8.236 / -8.236 eV
**HOMO-LUMO gap (alpha / beta)**: 0.2561 / 0.2741 Eh
**2S+1**: 2